1.
Density functional theory data (ωB97M-V with the def2-TZVPD basis set) for a structure of composition C45H40Br2N11O3SSiTi.

```
104
C45H40Br2N11O3SSiTi (ωB97M-V with the def2-TZVPD basis set)
Ti -0.162 -0.320 -0.289
C -5.131 -0.830 0.099
C -4.085 0.076 -0.541
N -3.621 1.105 0.376
C -2.587 0.995 1.232
S -2.316 2.166 2.408
N -1.847 -0.137 1.016
N -0.771 -0.431 1.785
C -0.767 -0.677 3.037
C -2.006 -0.759 3.877
C 0.540 -1.040 3.651
C 0.587 -1.982 4.674
C 1.822 -2.383 5.161
C 2.966 -1.824 4.622
C 2.813 -0.869 3.623
N 1.639 -0.478 3.147
H -5.456 -1.594 -0.611
H -4.705 -1.330 0.971
H -6.008 -0.264 0.420
H -3.230 -0.518 -0.859
H -4.485 0.570 -1.429
H -4.141 1.962 0.463
H -2.811 -0.168 3.454
H -2.319 -1.807 3.938
H -1.811 -0.396 4.885
H -0.325 -2.414 5.064
H 1.884 -3.131 5.942
H 3.957 -2.104 4.951
H 3.691 -0.408 3.181
Br 6.770 -1.488 5.848
C 6.678 -2.017 4.015
C 6.933 -3.339 3.661
C 6.879 -3.704 2.335
C 6.555 -2.782 1.304
C 6.284 -1.452 1.709
C 6.365 -1.084 3.041
N 6.621 -3.239 0.025
N 6.141 -2.563 -1.008
C 4.914 -1.955 -1.014
C 4.696 -1.028 -2.047
C 3.477 -0.397 -2.293
C 2.384 -0.653 -1.486
O 1.151 -0.182 -1.683
C 2.563 -1.565 -0.423
N 1.437 -1.766 0.321
C 1.413 -2.741 1.199
C 2.512 -3.576 1.412
C 3.684 -3.331 0.732
C 3.768 -2.276 -0.193
H 7.181 -4.068 4.422
H 7.099 -4.722 2.037
H 6.041 -0.707 0.962
H 6.195 -0.055 3.336
H 5.541 -0.826 -2.693
H 3.371 0.288 -3.126
H 0.489 -2.889 1.744
H 2.435 -4.393 2.117
H 4.538 -3.976 0.884
N -1.301 0.921 -1.616
C -1.727 1.492 -2.524
C -2.237 2.112 -3.658
C -3.454 1.601 -4.167
N -4.457 1.177 -4.559
C -1.609 3.206 -4.291
N -1.128 4.094 -4.851
C -3.019 -4.043 -1.740
Si -1.560 -3.447 -0.708
C -2.182 -3.415 1.075
C -0.233 -4.794 -0.843
N -1.005 -1.900 -1.271
C -0.865 -1.949 -2.691
C -1.906 -1.517 -3.514
C -1.798 -1.558 -4.895
C -0.644 -2.053 -5.490
C 0.398 -2.493 -4.684
C 0.292 -2.437 -3.302
H -3.418 -4.971 -1.319
H -2.735 -4.229 -2.777
H -3.820 -3.298 -1.741
H -1.896 -4.331 1.600
H -3.274 -3.357 1.073
H -1.820 -2.565 1.643
H -0.546 -5.570 -1.546
H -0.051 -5.274 0.123
H 0.722 -4.399 -1.192
H -2.808 -1.126 -3.059
H -2.617 -1.185 -5.499
H -0.552 -2.079 -6.569
H 1.313 -2.864 -5.129
H 1.125 -2.745 -2.684
Br 5.628 5.047 -1.403
C 4.711 3.688 -0.428
C 5.434 2.883 0.436
C 4.764 1.895 1.142
C 3.400 1.711 0.979
C 2.697 2.530 0.106
C 3.351 3.530 -0.604
C 1.219 2.336 -0.132
O 0.596 3.138 -0.793
O 0.726 1.262 0.425
H 6.501 3.021 0.547
H 5.322 1.263 1.816
H 2.848 0.944 1.509
H 2.781 4.152 -1.280
```

Results
* gap between HOMO and LUMO (alpha / beta): 4.97 / 5.76 eV
* HOMO (alpha / beta): -0.053 / -0.082 Ha
* total charge: -2
* 2S+1: 2
* <S²>: 0.81
* max |F|: 0.6 eV/Å

Atom charges from the Löwdin analysis, given in e for atoms 1 to 6: 1.090, -0.080, -0.249, -0.012, -0.885, 0.588

***

2.
Density functional theory data (ωB97M-V with the def2-TZVPD basis set) for a cluster of 2 separate species, C4H14N2O in total in a non-equilibrium geometry.

```
21
C4H14N2O (ωB97M-V with the def2-TZVPD basis set)
C -0.682 -1.935 0.831
N -1.122 -1.241 -0.347
C -0.106 -0.797 -1.296
C -0.435 0.491 -2.065
C -0.538 1.746 -1.215
N 0.774 2.113 -0.591
H 0.103 -2.648 0.567
H -0.340 -1.277 1.646
H -1.465 -2.534 1.299
H -1.791 -0.513 -0.154
H 0.842 -0.670 -0.774
H 0.016 -1.635 -1.999
H -1.330 0.277 -2.654
H 0.431 0.601 -2.722
H -1.312 1.707 -0.450
H -0.802 2.605 -1.840
H 1.482 1.935 -1.282
H 0.922 1.425 0.142
O 1.665 0.330 4.639
H 2.435 0.400 4.093
H 1.253 -0.382 4.172
```

Results
* gap between HOMO and LUMO: 9.23 eV
* HOMO: -0.318 Ha
* structure (SMILES): CNCCCN.O
* max |F|: 1.5 eV/Å

Atom charges from the natural (NBO) analysis, given in e for atoms 1 to 6: -0.405, -0.645, -0.209, -0.427, -0.229, -0.813

***

3.
Density functional theory data (ωB97M-V with the def2-TZVPD basis set) for the molecule C5H7NO.

```
14
C5H7NO (ωB97M-V with the def2-TZVPD basis set)
C -0.079 -1.547 0.299
C 0.390 1.473 1.212
N -0.684 0.748 1.017
C -0.713 -0.219 -0.123
C 0.177 0.549 -1.092
C 1.163 1.178 -0.090
O 2.306 1.476 -0.312
H -0.181 -2.303 -0.486
H -0.526 -1.938 1.218
H 0.991 -1.410 0.498
H -1.499 0.870 1.600
H -1.736 -0.389 -0.470
H -0.380 1.368 -1.569
H 0.658 -0.046 -1.868
```

Results
* gap between HOMO and LUMO: 8.74 eV
* HOMO: -0.315 Ha
* max |F|: 0.6 eV/Å

Atom charges from the natural (NBO) analysis, given in e for atoms 1 to 6: -0.618, 0.028, -0.536, -0.071, -0.532, 0.466

***

4.
Density functional theory data (ωB97M-V with the def2-TZVPD basis set) for a structure of composition C24H66FN6O6Pd in a non-equilibrium geometry.

```
104
C24H66FN6O6Pd (ωB97M-V with the def2-TZVPD basis set)
Pd 1.128 -1.398 1.703
F 0.737 0.257 0.270
C -1.203 -1.143 5.080
C -1.428 -1.026 3.567
C -2.791 -0.447 3.177
O -3.852 -1.279 3.552
C -4.053 -2.489 2.876
N -0.289 -0.168 3.063
H -1.461 -0.257 5.662
H -0.178 -1.409 5.361
H -1.724 -2.000 5.517
H -1.313 -1.976 3.035
H -2.758 -0.262 2.098
H -2.914 0.505 3.694
H -4.888 -2.986 3.365
H -3.215 -3.194 2.950
H -4.280 -2.354 1.814
H -0.678 0.611 2.506
H -0.008 0.289 3.923
C 5.025 -1.818 -0.300
C 4.007 -1.672 0.850
C 3.829 -0.231 1.303
O 2.804 -0.151 2.304
C 2.633 1.153 2.820
N 2.759 -2.282 0.336
H 4.718 -1.443 -1.274
H 5.245 -2.876 -0.460
H 5.985 -1.406 0.029
H 4.404 -2.217 1.711
H 3.462 0.314 0.425
H 4.758 0.217 1.649
H 3.593 1.628 3.041
H 2.106 1.113 3.770
H 2.114 1.810 2.118
H 2.625 -1.946 -0.629
H 2.851 -3.289 0.265
C 3.803 3.264 -0.231
C 2.320 3.611 -0.196
C 2.060 5.077 -0.403
O 0.738 5.454 -0.054
C 0.270 6.632 -0.682
N 1.570 2.776 -1.129
H 4.239 3.638 0.703
H 4.399 3.621 -1.068
H 3.966 2.192 -0.125
H 1.988 3.433 0.841
H 2.346 5.362 -1.422
H 2.694 5.638 0.294
H 0.575 6.625 -1.733
H 0.711 7.539 -0.259
H -0.814 6.643 -0.629
H 0.583 2.982 -0.993
H 1.567 1.788 -0.879
C -0.409 -0.259 -3.180
C 0.612 -1.422 -3.080
C 1.275 -1.749 -4.433
O 0.329 -1.825 -5.443
C 0.680 -1.263 -6.689
N 1.664 -1.017 -2.129
H 0.079 0.605 -3.642
H -0.744 0.106 -2.207
H -1.291 -0.559 -3.748
H 0.034 -2.265 -2.687
H 1.804 -2.693 -4.245
H 2.026 -0.970 -4.613
H 1.650 -1.664 -6.999
H 0.696 -0.169 -6.700
H -0.086 -1.578 -7.396
H 1.166 -0.478 -1.416
H 2.248 -0.321 -2.589
C -3.397 3.304 1.824
C -2.630 2.434 0.832
C -2.432 3.023 -0.583
O -3.626 3.109 -1.344
C -4.041 1.884 -1.891
N -1.277 2.250 1.381
H -3.475 2.792 2.780
H -4.401 3.482 1.438
H -2.869 4.256 1.885
H -3.072 1.436 0.765
H -1.707 2.377 -1.084
H -2.007 4.023 -0.482
H -4.692 2.101 -2.733
H -4.494 1.226 -1.140
H -3.249 1.231 -2.285
H -0.759 3.120 1.493
H -0.627 1.714 0.801
C -2.195 -1.899 -0.247
C -1.539 -3.137 0.352
C -1.698 -4.389 -0.525
O -0.758 -5.328 -0.073
C -1.098 -6.681 -0.419
N -0.070 -2.829 0.473
H -3.271 -2.009 -0.087
H -1.995 -1.716 -1.302
H -1.862 -0.982 0.245
H -1.912 -3.378 1.347
H -1.588 -4.125 -1.586
H -2.731 -4.751 -0.463
H -2.086 -6.924 -0.026
H -0.375 -7.322 0.074
H -1.094 -6.780 -1.503
H 0.314 -3.778 0.574
H 0.208 -2.664 -0.500
```

Results
* gap between HOMO and LUMO (alpha / beta): 8.78 / 6.65 eV
* HOMO (alpha / beta): -0.407 / -0.407 Ha
* total charge: +1
* 2S+1: 3
* <S²>: 2.00
* max |F|: 1.9 eV/Å

Atom charges from the Löwdin analysis, given in e for atoms 1 to 6: 1.090, -0.480, -0.045, -0.379, -0.193, -0.148

***

Per-record E, eV: -251767.547; -9402.013; -8833.874; -53372.945
Per-record energy above the lowest of the compared OMol25 structures with the same formula, charge and spin, kJ/mol: 55.39; 153.84; 224.69; 26.52